1:
Here is the molecule C4H6N2O2 from OMol25. Energies are from ωB97M-V with the def2-TZVPD basis set.

Summary:
SMILES ... O[C@H]1[C@H]2N=CNO[C@H]12
Orbital gap ... 9.66 eV
Net charge ... 0

Last column: Mulliken charge in e.
Cartesian coordinates (Å):
O -2.26 0.36 1.39  -0.56
O 0.21 0.75 -1.47  -0.35
N 0.92 -0.96 0.84  -0.70
N 1.30 -0.17 -1.43  -0.17
C -0.63 0.38 -0.42  0.03
C 1.41 -1.09 -0.34  -0.05
C 0.24 0.25 0.79  0.20
C -1.16 0.95 0.87  -0.28
H 0.97 1.08 0.81  0.24
H -1.12 2.02 1.08  0.36
H 2.03 -1.92 -0.56  0.39
H 1.51 -0.55 -2.36  0.26
H -1.25 -0.48 -0.71  0.27
H -2.17 -0.62 1.50  0.36

2:
Here is a cluster of 2 separate species, C4H6N2O2 in total from OMol25. Energies are from ωB97M-V with the def2-TZVPD basis set.

Summary:
Orbital gap ... 8.70 eV
Net charge ... 0

Last column: Mulliken charge in e.
Cartesian coordinates (Å):
O 3.82 -0.41 0.37  -0.57
O -3.75 -0.15 0.06  -0.48
N 1.69 0.68 -0.27  -0.11
N -1.62 -0.64 -0.13  -0.17
C -2.62 0.19 0.28  0.06
C 2.55 -0.42 -0.01  -0.04
C 0.28 0.77 -0.38  0.01
C -0.29 -0.39 -0.22  -0.25
H -0.19 1.81 -0.11  0.24
H 2.12 1.69 0.03  0.29
H -1.80 -1.68 -0.47  0.30
H 2.16 -1.36 -0.20  0.32
H 0.17 -1.37 -0.25  0.20
H -2.53 1.28 1.30  0.20

3:
Here is the molecule C4H6N2O2 from OMol25. Energies are from ωB97M-V with the def2-TZVPD basis set.

Summary:
SMILES ... Nc1c[nH]c(O)c1O
Orbital gap ... 8.12 eV
Net charge ... 0

Last column: Mulliken charge in e.
Cartesian coordinates (Å):
O 0.28 1.98 0.12  -0.61
O -2.39 0.41 0.04  -0.52
N 2.50 -0.07 -0.06  -0.60
N -0.92 -1.37 -0.05  -0.30
C 1.12 -0.33 -0.04  0.32
C 0.49 -1.56 -0.02  -0.81
C 0.08 0.64 -0.06  0.32
C -1.12 0.01 0.04  0.33
H 2.73 0.95 -0.25  0.27
H -0.12 2.52 -0.65  0.33
H 0.95 -2.51 -0.19  0.45
H 3.09 -0.31 0.77  0.24
H -2.90 -0.27 -0.38  0.35
H -1.43 -1.92 0.60  0.22

4:
Here is a structure of composition C4H6N2O2 from OMol25. Energies are from ωB97M-V with the def2-TZVPD basis set.

Summary:
Orbital gap ... 8.97 eV
Net charge ... 0

Last column: Mulliken charge in e.
Cartesian coordinates (Å):
O 0.07 0.91 1.26  -0.45
O 0.09 2.54 -1.02  -0.53
N 1.02 -0.92 0.16  -0.87
N -0.67 -2.55 0.58  -0.40
C 0.86 1.37 -1.04  -0.45
C -0.18 -1.31 0.55  0.56
C 0.53 0.43 0.08  1.06
C -0.94 -0.04 0.74  -0.61
H -1.83 0.34 0.28  0.32
H -1.56 -2.72 1.03  0.23
H 1.94 1.58 -0.95  0.27
H 0.01 2.84 -0.10  0.34
H -0.05 -3.32 0.42  0.26
H 0.70 0.86 -1.99  0.28

Most stable one: 3, least stable one: 1.

1:
Here is the molecule C4H6N2O2 from OMol25. Energies are from ωB97M-V with the def2-TZVPD basis set.

Summary:
SMILES ... O=C1NCCNC1=O
Orbital gap ... 9.84 eV
Net charge ... 0

Last column: Mulliken charge in e.
Cartesian coordinates (Å):
O -2.05 0.20 0.77  -0.59
O -0.52 2.21 -0.09  -0.64
N 0.87 0.60 -0.83  -0.14
N -0.23 -1.37 0.69  -0.09
C 1.34 -0.78 -1.06  -0.68
C 1.18 -1.41 0.50  -0.39
C -0.16 1.03 -0.34  0.56
C -0.87 -0.17 0.46  0.23
H 1.42 1.38 -0.99  0.21
H 2.21 -0.74 -1.71  0.39
H 1.63 -2.51 0.59  0.32
H 0.80 -1.19 -1.87  0.32
H -0.81 -2.04 1.11  0.25
H 1.88 -0.79 1.07  0.26

2:
Here is a structure of composition C4H6N2O2 from OMol25. Energies are from ωB97M-V with the def2-TZVPD basis set.

Summary:
Orbital gap ... 8.77 eV
Net charge ... 0

Last column: Mulliken charge in e.
Cartesian coordinates (Å):
O -0.49 1.55 -0.92  -0.37
O 0.46 0.54 1.06  -0.30
N 2.33 -0.24 -0.17  -0.59
N 0.13 -0.53 0.24  0.18
C -1.07 -1.34 0.12  -0.05
C -0.22 1.68 0.24  0.20
C -2.37 -0.63 -0.16  -0.61
C 1.29 -0.96 -0.33  -0.14
H -0.81 -2.74 0.30  0.26
H -0.06 2.55 0.98  0.29
H -3.11 -1.66 0.17  0.20
H 2.94 -0.86 -0.92  0.27
H -3.01 0.68 -0.43  0.27
H 1.31 -1.73 -1.02  0.41

3:
Here is the molecule C4H6N2O2 from OMol25. Energies are from ωB97M-V with the def2-TZVPD basis set.

Summary:
SMILES ... Cc1cc(=O)[nH]n1O
Orbital gap ... 9.32 eV
Net charge ... 0

Last column: Mulliken charge in e.
Cartesian coordinates (Å):
O -1.61 1.07 -0.83  -0.44
O 2.80 1.29 0.06  -0.62
N 0.58 1.41 -0.68  -0.25
N -0.39 0.50 -0.88  0.09
C -1.08 -1.58 0.49  -1.21
C 1.67 0.85 0.04  0.48
C -0.06 -0.63 0.26  0.54
C 1.16 -0.35 0.61  -0.48
H -1.54 1.96 -0.38  0.36
H -0.84 -2.24 1.32  0.32
H -1.35 -2.20 -0.38  0.29
H -1.98 -1.02 0.58  0.34
H 0.81 1.93 -1.48  0.23
H 1.81 -1.00 1.26  0.34

Most stable one: 1, least stable one: 2.

1:
Here is the molecule C4H6N2O2 from OMol25. Energies are from ωB97M-V with the def2-TZVPD basis set.

Summary:
SMILES ... Nc1cn(O)cc1O
Orbital gap ... 8.12 eV
Net charge ... 0

Last column: Mulliken charge in e.
Cartesian coordinates (Å):
O -1.74 1.41 0.26  -0.55
O 2.74 -0.02 0.53  -0.51
N -1.91 -1.36 0.10  -0.67
N 1.32 -0.11 -0.34  0.04
C -0.63 -0.72 0.13  0.23
C -0.62 0.71 -0.03  0.35
C 0.70 1.04 -0.26  -0.49
C 0.56 -1.26 -0.20  -0.43
H -2.68 -1.01 1.05  0.33
H -2.34 -0.89 -0.92  0.34
H -1.39 2.38 -0.12  0.38
H 0.86 -2.24 0.18  0.31
H 1.41 1.95 -0.24  0.30
H 3.73 0.11 -0.13  0.35

2:
Here is the molecule C4H6N2O2 from OMol25. Energies are from ωB97M-V with the def2-TZVPD basis set.

Summary:
SMILES ... C/N=C(/N)C(=O)C=O
Orbital gap ... 8.14 eV
Net charge ... 0

Last column: Mulliken charge in e.
Cartesian coordinates (Å):
O -1.35 -0.95 2.26  -0.46
O -1.70 0.69 0.12  -0.50
N 1.59 -0.02 -0.99  -0.57
N -0.35 0.36 -2.26  -0.44
C -0.58 0.16 0.12  0.54
C 2.14 0.15 0.40  -0.90
C 0.27 0.29 -1.04  0.52
C -0.36 -0.75 1.44  0.09
H 2.97 1.00 0.22  0.27
H 0.82 -1.14 1.51  0.27
H -1.38 0.37 -2.45  0.24
H 0.31 0.65 -3.05  0.28
H 2.58 -0.87 0.56  0.29
H 1.56 0.47 1.34  0.36

Most stable one: 2, least stable one: 1.

1:
Here is the molecule C4H6N2O2 from OMol25. Energies are from ωB97M-V with the def2-TZVPD basis set.

Summary:
SMILES ... N/N=C1\OC=C[C@@H]1O
Orbital gap ... 9.46 eV
Net charge ... 0

Last column: Mulliken charge in e.
Cartesian coordinates (Å):
O -1.00 -0.45 -0.42  -0.39
O 1.13 1.99 -0.38  -0.47
N 0.27 -2.61 -0.82  -0.53
N 1.06 -1.43 -0.43  -0.47
C -1.55 0.51 0.34  -0.18
C -0.66 1.31 1.08  -0.70
C 0.87 0.99 0.61  0.44
C 0.32 -0.33 -0.13  0.40
H -1.15 2.37 1.55  0.23
H 1.93 1.61 -0.52  0.33
H -0.85 -2.64 -0.76  0.30
H -2.64 0.39 0.43  0.38
H 0.55 -2.60 -1.91  0.28
H 1.72 0.91 1.35  0.38

2:
Here is the molecule C4H6N2O2 from OMol25. Energies are from ωB97M-V with the def2-TZVPD basis set.

Summary:
SMILES ... C=CO/C=N/NC=O
Orbital gap ... 9.26 eV
Net charge ... 0

Last column: Mulliken charge in e.
Cartesian coordinates (Å):
O -0.92 -0.82 0.57  -0.27
O -0.90 2.06 -1.79  -0.59
N 0.67 0.59 0.04  -0.42
N 0.98 1.67 -0.75  -0.12
C 0.05 -1.66 1.00  0.12
C -0.60 0.26 0.01  -0.10
C -0.65 -2.79 1.43  -0.62
C 0.23 2.42 -1.59  0.22
H -0.07 -3.67 2.00  0.25
H 0.85 3.34 -2.05  0.26
H 1.11 -0.99 1.41  0.24
H -1.69 -3.17 0.81  0.20
H -1.19 1.09 -0.40  0.56
H 2.12 1.67 -0.68  0.27

3:
Here is the molecule C4H6N2O2 from OMol25. Energies are from ωB97M-V with the def2-TZVPD basis set.

Summary:
SMILES ... O=C1NN[C@H]2C[C@]12O
Orbital gap ... 9.72 eV
Net charge ... 0

Last column: Mulliken charge in e.
Cartesian coordinates (Å):
O 1.19 1.37 1.98  -0.58
O -1.52 -0.18 0.66  -0.53
N 1.09 -0.84 1.10  -0.31
N 0.61 -1.57 -0.06  -0.49
C 0.23 -0.31 -0.78  -0.17
C -0.49 0.62 0.10  0.60
C -0.72 0.68 -1.43  -0.69
C 0.65 0.57 1.18  0.31
H -0.08 1.37 -2.00  0.23
H 1.13 0.01 -1.30  0.24
H -1.67 0.49 -1.86  0.29
H -0.25 -1.94 0.53  0.45
H 2.14 -0.77 1.22  0.29
H -2.30 0.49 0.65  0.36

4:
Here is a cluster of 2 separate species, C4H6N2O2 in total from OMol25. Energies are from ωB97M-V with the def2-TZVPD basis set.

Summary:
SMILES ... [H]/N=N\[H].C1=COC=CO1
Orbital gap ... 8.29 eV
Net charge ... 0

Last column: Mulliken charge in e.
Cartesian coordinates (Å):
O 1.23 1.33 0.02  -0.35
O 0.90 -1.49 0.42  -0.32
N -2.19 -0.32 -0.92  -0.16
N -2.73 -0.12 0.17  -0.23
C 1.80 -0.93 -0.47  -0.16
C 0.33 0.78 0.91  -0.15
C 0.17 -0.53 1.09  -0.22
C 1.95 0.37 -0.65  -0.18
H -0.26 1.53 1.45  0.36
H 2.66 0.79 -1.36  0.33
H -0.54 -0.95 1.80  0.35
H -3.30 0.77 0.17  0.21
H 2.40 -1.68 -1.00  0.32
H -2.41 0.43 -1.63  0.20

Most stable one: 4, least stable one: 3.

1:
Here is the molecule C4H6N2O2 from OMol25. Energies are from ωB97M-V with the def2-TZVPD basis set.

Summary:
SMILES ... NC1=C(O)OC=NC1
Orbital gap ... 8.71 eV
Net charge ... 0

Last column: Mulliken charge in e.
Cartesian coordinates (Å):
O 0.58 -2.24 -0.01  -0.52
O -1.43 -1.07 0.09  -0.37
N -1.61 1.32 0.11  -0.48
N 2.11 0.16 0.01  -0.63
C -0.05 -1.02 0.09  0.34
C -0.14 1.47 -0.04  -0.37
C -2.12 0.16 0.03  0.05
C 0.75 0.09 0.21  0.20
H 2.45 0.48 -0.89  0.24
H 0.21 -2.71 0.71  0.32
H -3.23 0.12 0.09  0.35
H 0.16 2.25 0.70  0.29
H -0.08 1.81 -1.07  0.28
H 2.39 -0.82 -0.03  0.29

2:
Here is a structure of composition C4H6N2O2 from OMol25. Energies are from ωB97M-V with the def2-TZVPD basis set.

Summary:
Orbital gap ... 9.60 eV
Net charge ... 0

Last column: Mulliken charge in e.
Cartesian coordinates (Å):
O 0.28 0.83 -1.75  -0.54
O -2.41 1.45 -0.52  -0.49
N -1.37 -0.24 2.34  -0.48
N 0.83 -0.45 0.09  -0.16
C 0.08 0.24 -0.73  0.63
C 2.25 -0.68 -0.17  -0.86
C -1.85 0.26 -0.12  -0.31
C -1.68 -0.01 1.26  0.41
H 2.46 -1.75 -0.17  0.30
H 2.50 -0.25 -1.14  0.32
H -2.13 2.17 0.06  0.36
H 2.86 -0.19 0.60  0.30
H -2.27 -0.56 -0.70  0.36
H 0.45 -0.82 0.95  0.18

Most stable one: 2, least stable one: 1.

1:
Here is a structure of composition C4H6N2O2 from OMol25. Energies are from ωB97M-V with the def2-TZVPD basis set.

Summary:
Orbital gap ... 8.22 eV
Net charge ... 0

Last column: Mulliken charge in e.
Cartesian coordinates (Å):
O 1.58 -1.95 1.08  -0.45
O -1.88 -0.81 1.36  -0.44
N 0.55 -1.51 0.65  0.24
N 0.94 -1.29 -1.77  -0.73
C 0.41 -0.86 -0.71  0.29
C 0.24 1.68 -0.38  -1.24
C -0.73 -0.14 1.17  -0.07
C -0.19 0.28 -0.09  0.45
H 1.18 1.69 -0.94  0.36
H 0.38 2.25 0.55  0.35
H -0.51 2.21 -0.97  0.28
H 0.68 -0.73 -2.58  0.24
H -0.50 0.44 2.07  0.34
H -2.13 -1.27 0.55  0.37

2:
Here is the molecule C4H6N2O2 from OMol25. Energies are from ωB97M-V with the def2-TZVPD basis set.

Summary:
SMILES ... C=CN/C(C=O)=N/O
Orbital gap ... 7.11 eV
Net charge ... 0

Last column: Mulliken charge in e.
Cartesian coordinates (Å):
O 1.83 1.94 -0.02  -0.51
O 1.68 -2.14 -0.21  -0.50
N -0.33 -0.91 -0.43  -0.24
N 0.47 1.35 -0.51  -0.40
C 1.96 -0.96 0.32  0.15
C -2.30 0.48 0.15  -0.72
C -1.72 -0.77 -0.01  -0.13
C 0.69 0.04 -0.20  0.39
H -1.45 1.34 0.12  0.34
H -2.14 -1.72 -0.25  0.35
H -3.32 0.65 0.49  0.30
H 0.21 -1.79 -0.18  0.32
H 1.44 2.93 -0.08  0.34
H 2.98 -0.43 0.81  0.30

3:
Here is the molecule C4H6N2O2 from OMol25. Energies are from ωB97M-V with the def2-TZVPD basis set.

Summary:
SMILES ... C[C@](N)(C#N)OC=O
Orbital gap ... 10.99 eV
Net charge ... 0

Last column: Mulliken charge in e.
Cartesian coordinates (Å):
O 0.50 -3.06 0.00  -0.49
O 0.20 -1.03 1.07  -0.25
N -0.12 -0.63 -1.39  -0.58
N -3.06 -1.06 0.17  -0.43
C 0.67 -2.32 0.98  0.13
C -0.48 1.24 0.34  -1.23
C -0.54 -0.49 -0.05  0.96
C -1.94 -0.85 0.12  -0.09
H 0.92 -0.28 -1.39  0.29
H -0.30 -1.49 -1.79  0.26
H -0.38 1.84 -0.53  0.37
H 0.50 1.50 0.80  0.34
H -1.33 1.30 0.96  0.38
H 1.12 -2.49 1.98  0.34

Most stable one: 3, least stable one: 2.